(one)
Below is a gas-phase ion, C9H18N3 (charge +1), with properties calculated with ωB97M-V/def2-TZVPD.

Geometry (Å):
1 C 0.269 -2.182 -0.640
2 N -0.643 -1.096 -0.276
3 C -1.728 -1.638 0.573
4 C 0.114 0.052 0.436
5 N 1.522 -0.008 0.258
6 C 2.472 -0.334 1.269
7 C 3.679 0.065 0.780
8 C 3.467 0.587 -0.594
9 C 2.116 0.562 -0.818
10 N -0.473 1.340 -0.048
11 C -1.432 1.192 -1.210
12 C -1.219 1.967 0.957
13 H 0.877 -2.056 -1.489
14 H 0.984 -2.568 0.155
15 H -0.332 -3.014 -0.990
16 H -1.580 -2.562 1.127
17 H -1.970 -0.752 1.282
18 H -2.565 -1.775 -0.061
19 H 0.015 -0.123 1.606
20 H 2.119 -0.772 2.155
21 H 4.606 -0.196 1.221
22 H 4.207 1.101 -1.136
23 H 1.519 0.733 -1.715
24 H 0.328 1.871 -0.252
25 H -2.384 0.695 -0.854
26 H -1.776 2.131 -1.428
27 H -0.938 0.667 -1.996
28 H -1.775 2.820 0.513
29 H -1.942 1.202 1.329
30 H -0.640 2.473 1.805

Computed properties:
LUMO, eV: -2.66
Orbital gap, eV: 9.7
Highest occupied orbital energy, eV: -12.37
Net charge: +1
SMILES: CN(C)[C@@H](n1cccc1)[NH+](C)C

These are the natural (NBO) partial charges, in e, on atoms 1 to 6: -0.4379, -0.4731, -0.4093, 0.2997, -0.4099, -0.0575

=====

(two)
Below is a gas-phase ion, C9H18N3 (charge +1), with properties calculated with ωB97M-V/def2-TZVPD.

Geometry (Å):
1 C -2.159 0.434 0.692
2 C -1.336 1.650 0.448
3 C 0.527 0.179 -0.415
4 C -0.293 1.454 -0.662
5 C 1.408 0.244 0.788
6 C -0.528 -1.020 -0.318
7 C -0.964 1.406 -2.033
8 C 3.384 -1.077 -0.123
9 C 2.430 -0.797 1.038
10 N -1.666 -0.765 0.414
11 N -3.370 0.541 1.258
12 N -0.096 -2.301 -0.326
13 H -1.984 2.490 0.200
14 H -0.827 1.904 1.384
15 H 1.122 -0.026 -1.305
16 H 0.390 2.307 -0.641
17 H 1.023 0.753 1.660
18 H -1.560 2.300 -2.200
19 H -1.608 0.536 -2.121
20 H -0.212 1.359 -2.815
21 H 4.090 -1.852 0.165
22 H 3.948 -0.183 -0.372
23 H 2.859 -1.409 -1.015
24 H 3.011 -0.505 1.914
25 H 1.925 -1.747 1.296
26 H -2.238 -1.580 0.624
27 H -3.742 1.448 1.480
28 H -3.941 -0.265 1.454
29 H -0.310 -2.957 0.414
30 H 0.714 -2.518 -0.883

Computed properties:
LUMO (spin up / spin down), eV: -3.36 / -3.39
Orbital gap (spin up / spin down), eV: 6.9 / 7.8
Highest occupied orbital energy (spin up / spin down), eV: -10.23 / -11.18
Net charge: +1

These are the natural (NBO) partial charges, in e, on atoms 1 to 6: 0.5166, -0.4825, -0.3276, -0.2031, -0.0665, 0.3404

=====

In hartree, relative to the most stable structure: (one) 0.0509; (two) 0.0000.

=====

(one)
Below is a molecular structure, C25H20N7O8S2Ti, with properties calculated with ωB97M-V/def2-TZVPD.

Geometry (Å):
1 Ti -0.291 0.053 -0.558
2 C 5.450 -0.387 0.696
3 S 4.223 -1.393 -0.154
4 C 2.742 -1.132 0.828
5 S 2.686 -0.001 2.086
6 N 1.806 -1.914 0.370
7 N 0.530 -1.671 0.834
8 C -0.084 -2.693 1.280
9 C -1.491 -2.646 1.735
10 C -2.369 -3.648 1.328
11 C -3.682 -3.600 1.757
12 C -4.072 -2.563 2.590
13 C -3.128 -1.615 2.946
14 N -1.862 -1.650 2.540
15 H 6.389 -0.560 0.167
16 H 5.539 -0.700 1.733
17 H 5.188 0.667 0.665
18 H 0.438 -3.648 1.310
19 H -2.022 -4.426 0.661
20 H -4.394 -4.348 1.432
21 H -5.092 -2.476 2.937
22 H -3.399 -0.780 3.583
23 O -0.527 -1.371 -1.864
24 C -1.639 -1.963 -2.216
25 C -2.917 -1.734 -1.661
26 C -4.021 -2.458 -2.150
27 C -5.292 -2.227 -1.664
28 C -5.547 -1.263 -0.689
29 C -4.471 -0.562 -0.175
30 C -3.156 -0.795 -0.593
31 O -2.176 -0.176 0.016
32 N -6.403 -3.009 -2.193
33 O -7.523 -2.782 -1.764
34 O -6.174 -3.836 -3.059
35 H -1.552 -2.717 -2.999
36 H -3.876 -3.201 -2.922
37 H -6.557 -1.090 -0.352
38 H -4.614 0.178 0.603
39 O 1.519 0.526 -1.293
40 C 1.892 1.136 -2.290
41 C 1.046 1.955 -3.109
42 C 1.607 2.600 -4.214
43 C 0.823 3.409 -4.993
44 C -0.538 3.600 -4.690
45 C -1.100 2.985 -3.612
46 C -0.333 2.125 -2.767
47 O -0.874 1.562 -1.759
48 N 1.402 4.083 -6.144
49 O 2.588 3.917 -6.369
50 O 0.672 4.786 -6.822
51 H 2.951 1.076 -2.579
52 H 2.653 2.462 -4.451
53 H -1.121 4.244 -5.333
54 H -2.144 3.119 -3.365
55 N -0.664 0.992 2.397
56 C -0.746 1.983 3.289
57 C -0.334 3.141 2.658
58 C -0.023 2.729 1.357
59 N -0.222 1.426 1.217
60 H -0.900 0.001 2.525
61 H -1.077 1.801 4.297
62 H -0.268 4.129 3.076
63 H 0.341 3.314 0.527

Computed properties:
Expectation value of S²: 2.036
LUMO (spin up / spin down), eV: 1.64 / 1.67
Orbital gap (spin up / spin down), eV: 4.9 / 6.6
Highest occupied orbital energy (spin up / spin down), eV: -3.29 / -4.91
Spin multiplicity: 3
Net charge: -1

These are the natural (NBO) partial charges, in e, on atoms 1 to 6: 1.6526, -0.7524, 0.2170, -0.0676, -0.3694, -0.4490

=====

(two)
Below is a molecular structure, C25H20N7O8S2Ti, with properties calculated with ωB97M-V/def2-TZVPD.

Geometry (Å):
1 Ti -0.178 0.586 0.153
2 C -2.802 -4.783 -0.568
3 S -3.464 -3.154 -0.941
4 C -2.009 -2.172 -1.281
5 S -0.447 -2.776 -1.259
6 N -2.430 -0.965 -1.601
7 N -1.515 0.026 -1.595
8 C -1.698 0.961 -2.457
9 C -0.941 2.193 -2.366
10 C -1.159 3.239 -3.259
11 C -0.423 4.400 -3.122
12 C 0.498 4.499 -2.088
13 C 0.625 3.435 -1.214
14 N -0.082 2.315 -1.342
15 H -3.510 -5.530 -0.923
16 H -2.642 -4.900 0.502
17 H -1.848 -4.888 -1.085
18 H -2.453 0.853 -3.231
19 H -1.891 3.124 -4.048
20 H -0.564 5.223 -3.810
21 H 1.098 5.387 -1.950
22 H 1.305 3.470 -0.372
23 O -1.847 1.771 0.767
24 C -2.682 1.550 1.644
25 C -2.786 0.365 2.445
26 C -3.781 0.306 3.422
27 C -3.913 -0.811 4.202
28 C -3.055 -1.915 4.026
29 C -2.083 -1.881 3.073
30 C -1.907 -0.741 2.240
31 O -0.996 -0.742 1.348
32 N -4.948 -0.858 5.216
33 O -5.035 -1.865 5.899
34 O -5.669 0.117 5.354
35 H -3.435 2.327 1.842
36 H -4.452 1.143 3.569
37 H -3.189 -2.781 4.659
38 H -1.412 -2.714 2.910
39 O 0.930 1.691 1.403
40 C 2.222 1.873 1.361
41 C 3.105 1.398 0.365
42 C 4.449 1.815 0.383
43 C 5.330 1.413 -0.593
44 C 4.932 0.572 -1.638
45 C 3.623 0.140 -1.666
46 C 2.689 0.512 -0.690
47 O 1.471 0.019 -0.754
48 N 6.705 1.878 -0.540
49 O 7.040 2.615 0.375
50 O 7.475 1.505 -1.412
51 H 2.652 2.491 2.152
52 H 4.798 2.468 1.172
53 H 5.647 0.274 -2.390
54 H 3.274 -0.526 -2.446
55 N 2.049 -2.229 1.025
56 C 2.764 -3.318 1.359
57 C 3.142 -3.152 2.673
58 C 2.588 -1.909 3.037
59 N 1.924 -1.361 2.030
60 H 1.593 -2.009 0.147
61 H 2.948 -4.109 0.653
62 H 3.733 -3.824 3.271
63 H 2.644 -1.394 3.983

Computed properties:
Expectation value of S²: 2.035
LUMO (spin up / spin down), eV: 1.68 / 1.66
Orbital gap (spin up / spin down), eV: 4.8 / 6.9
Highest occupied orbital energy (spin up / spin down), eV: -3.07 / -5.21
Spin multiplicity: 3
Net charge: -1

These are the natural (NBO) partial charges, in e, on atoms 1 to 6: 1.6747, -0.7668, 0.2400, -0.0735, -0.2883, -0.4407

=====

In hartree, relative to the most stable structure: (one) 0.0041; (two) 0.0000.